C18H20Cl2N9STl as an isolated structure at a distorted geometry. Source: OMol25; level of theory: the ωB97M-V functional and the def2-TZVPD basis.

Its orbital gap is 3.52 eV. Its charge is -2. The value obtained for the LUMO energy is 4.31 eV. Its highest occupied orbital energy is 0.8 eV. Its energy above the lowest of the compared OMol25 structures with the same formula, charge and spin is 50.33 kcal/mol.

Last column: Löwdin charge in e.
Element x y z (Å)
Tl  0.054  1.458  -0.701  0.62
N  0.305  4.287  3.581  0.00
C  0.404  3.117  2.816  -0.97
S  -1.054  2.275  2.575  0.46
N  1.603  2.870  2.380  -0.06
N  1.770  1.838  1.516  -0.08
C  3.002  1.675  1.096  -0.17
C  3.323  0.728  0.106  -0.29
C  4.666  0.500  -0.283  -0.05
C  4.949  -0.451  -1.224  -0.10
C  3.896  -1.175  -1.803  -0.08
C  2.605  -0.847  -1.425  -0.19
N  2.306  0.061  -0.516  0.01
H  -0.411  4.241  4.294  0.04
H  1.207  4.604  3.919  0.06
H  3.805  2.311  1.488  0.10
H  5.453  1.099  0.161  0.10
H  5.971  -0.637  -1.538  0.09
H  4.083  -1.938  -2.546  0.09
H  1.756  -1.344  -1.878  0.11
C  -3.031  -0.727  4.118  -0.08
C  -2.916  -2.202  3.745  -0.42
C  -3.983  -2.605  2.730  -0.08
C  -1.505  -2.542  3.230  -0.14
N  -1.214  -2.053  1.919  -0.11
C  -0.781  -0.850  1.478  -0.17
N  -0.579  -0.940  0.188  -0.04
N  -0.872  -2.181  -0.165  -0.01
N  -1.255  -2.865  0.839  0.03
H  -4.029  -0.520  4.499  0.07
H  -2.848  -0.078  3.266  0.05
H  -2.314  -0.469  4.894  0.07
H  -3.064  -2.803  4.655  0.13
H  -3.882  -2.020  1.820  0.08
H  -4.976  -2.428  3.141  0.07
H  -3.892  -3.658  2.472  0.07
H  -1.390  -3.631  3.189  0.12
H  -0.761  -2.137  3.922  0.13
H  -0.649  0.040  2.064  -0.01
Cl  1.690  1.717  -3.311  0.56
C  0.475  1.198  -4.478  -0.60
C  0.777  1.307  -5.806  -0.22
C  -0.141  0.919  -6.780  -0.21
C  -1.383  0.445  -6.359  -0.22
C  -1.686  0.376  -5.030  -0.65
Cl  -3.290  -0.169  -4.596  0.53
C  -0.797  0.730  -3.933  -0.66
N  -1.123  0.639  -2.711  -0.16
H  1.744  1.703  -6.092  0.07
H  0.100  0.996  -7.832  0.05
H  -2.118  0.135  -7.093  0.07

Force components x, y, z for each atom (eV/Å):
Tl -1.13 0.57 -1.58
N 0.36 -0.01 0.17
C -0.88 -0.06 0.24
S -0.29 -0.02 0.23
N 1.40 0.22 -0.24
N 0.81 -0.24 0.30
C -1.13 1.33 1.59
C 0.01 -1.55 -1.58
C -0.49 0.50 0.44
C -0.31 -0.57 -0.56
C 0.45 0.30 0.24
C 0.06 -0.40 -0.31
N 0.93 0.43 1.00
H 0.05 -0.04 -0.24
H -0.07 -0.05 -0.08
H -0.20 0.03 -0.11
H -0.01 -0.03 0.06
H -0.01 0.01 0.06
H -0.06 0.00 -0.04
H -0.13 0.01 -0.11
C 0.00 -0.28 0.07
C 0.04 0.08 -0.14
C 0.15 -0.02 0.21
C -0.33 -0.32 0.75
N 0.47 0.76 -1.14
C -0.20 -0.83 0.20
N 0.09 0.49 0.44
N -0.17 -0.74 -0.48
N -0.16 -0.61 0.45
H -0.12 0.10 0.01
H 0.01 0.10 -0.09
H 0.10 0.11 0.04
H 0.11 0.05 -0.09
H -0.01 0.05 -0.16
H -0.10 0.01 0.01
H -0.04 -0.09 -0.10
H 0.07 0.18 -0.05
H 0.00 -0.06 -0.06
H 0.12 0.37 0.29
Cl 0.17 0.14 -0.26
C 0.31 0.15 -0.48
C 0.23 0.04 0.11
C 0.27 0.08 -0.62
C -0.17 -0.03 0.08
C -0.24 -0.13 -0.79
Cl -0.25 -0.13 0.07
C 0.06 0.09 0.87
N 0.21 0.05 1.48
H 0.07 0.00 -0.04
H 0.02 0.00 -0.05
H -0.08 0.00 0.02